[1]
A cluster of 3 separate species, C11H21O4PS3 in total. Source: OMol25; level of theory: the ωB97M-V functional and the def2-TZVPD basis.

The value obtained for the LUMO energy is 0.31 eV. The HOMO energy is -0.3254 Ha. The calculation puts the frontier orbital gap at 9.2 eV. The value obtained for the electronic energy is -2268.5153 Eh. Its structure (SMILES) is O=S1(=O)CCCC1.O=S1(=O)CCCC1.C#CCPS.

Geometry as XYZ:
```
40
Properties=species:S:1:pos:R:3:forces:R:3
O 0.589 4.616 -1.223 -0.12 0.11 0.05
S 0.538 3.751 -0.071 0.00 -0.22 0.13
O -0.505 3.885 0.918 -0.07 0.19 -0.08
C 0.628 2.054 -0.621 0.14 -0.19 -0.10
C 2.120 1.749 -0.664 0.10 0.11 0.12
C 2.710 2.365 0.612 -0.08 0.01 -0.04
C 2.141 3.785 0.746 0.29 -0.20 0.12
H 0.134 1.961 -1.584 -0.08 0.09 0.02
H 0.120 1.441 0.123 -0.04 0.02 0.01
H 2.288 0.678 -0.721 0.09 0.12 0.00
H 2.571 2.213 -1.544 -0.03 -0.02 -0.03
H 2.410 1.768 1.475 -0.01 -0.01 0.00
H 3.799 2.379 0.587 0.01 0.01 0.01
H 1.998 4.080 1.782 -0.10 0.10 -0.03
H 2.756 4.522 0.233 -0.08 0.03 -0.07
O 2.934 -1.910 -0.139 0.03 0.20 -0.03
S 1.898 -2.105 -1.121 -0.22 -0.37 -0.16
O 1.536 -1.060 -2.044 0.10 0.14 0.03
C 2.243 -3.602 -2.039 0.01 -0.32 0.03
C 1.553 -4.701 -1.237 -0.04 0.06 0.07
C 0.187 -4.130 -0.832 0.06 0.01 -0.04
C 0.422 -2.713 -0.294 -0.25 -0.23 0.04
H 3.319 -3.731 -2.124 0.02 0.13 0.02
H 1.798 -3.490 -3.027 0.00 0.06 0.00
H 1.454 -5.615 -1.820 0.01 -0.01 0.00
H 2.137 -4.932 -0.344 0.03 0.00 -0.01
H -0.464 -4.089 -1.708 0.01 0.01 -0.01
H -0.307 -4.753 -0.088 -0.01 0.00 0.01
H -0.403 -2.040 -0.515 0.08 0.13 0.04
H 0.623 -2.712 0.776 0.09 0.05 -0.01
C -5.804 0.328 2.867 0.57 -0.17 -0.24
C -5.197 1.217 2.334 -0.51 -0.11 0.22
C -4.435 2.258 1.675 -0.14 -0.78 0.22
P -3.312 1.547 0.374 0.46 0.91 -0.45
S -2.244 0.062 1.425 0.19 -0.26 -0.16
H -6.117 -0.601 3.272 -0.37 0.07 0.16
H -3.788 2.721 2.414 0.18 0.30 -0.04
H -5.091 3.007 1.246 0.04 0.20 -0.21
H -4.244 0.841 -0.417 -0.06 -0.35 0.36
H -2.995 -1.045 1.322 -0.30 0.17 0.09
```
Positions in Å, forces in eV/Å.

Löwdin atomic charges, in units of e: number 1, O, carries -0.323; number 2, S, carries 0.649; number 3, O, carries -0.357; number 4, C, carries -0.240; number 5, C, carries -0.218; number 6, C, carries -0.206; number 7, C, carries -0.220; number 8, H, carries 0.111; number 9, H, carries 0.065; number 10, H, carries 0.068; number 11, H, carries 0.126; number 12, H, carries 0.117; number 13, H, carries 0.113; number 14, H, carries 0.099; number 15, H, carries 0.102; number 16, O, carries -0.316; number 17, S, carries 0.660; number 18, O, carries -0.323; number 19, C, carries -0.228; number 20, C, carries -0.219; number 21, C, carries -0.211; number 22, C, carries -0.219; number 23, H, carries 0.109; number 24, H, carries 0.108; number 25, H, carries 0.115; number 26, H, carries 0.120; number 27, H, carries 0.117; number 28, H, carries 0.114; number 29, H, carries 0.086; number 30, H, carries 0.106; number 31, C, carries 0.090; number 32, C, carries -0.279; number 33, C, carries -0.488; number 34, P, carries 0.555; number 35, S, carries 0.327; number 36, H, carries 0.021; number 37, H, carries 0.076; number 38, H, carries 0.078; number 39, H, carries -0.084; number 40, H, carries -0.200


[2]
A structure of composition C30H39I2N2O2SSr. Source: OMol25; level of theory: the ωB97M-V functional and the def2-TZVPD basis.

The value obtained for the LUMO energy is -2.92 eV. The energy relative to the best compared isomer or geometry (same formula, charge and spin) is 0.4615 eV. The HOMO energy is -0.3597 Ha. The calculation puts the frontier orbital gap at 6.9 eV. The value obtained for the electronic energy is -2450.7470 Eh. The charge is +1.

Geometry as XYZ:
```
77
Properties=species:S:1:pos:R:3:forces:R:3
Sr 0.128 1.247 1.172 0.08 0.59 -0.08
I 2.869 2.783 2.869 0.00 -0.12 0.01
C 2.081 4.731 2.622 0.09 0.15 0.11
I 0.341 4.835 1.425 -0.09 -0.03 -0.08
H 2.845 5.340 2.155 -0.02 -0.02 -0.02
H 1.828 5.112 3.604 -0.02 -0.02 -0.01
C -6.072 0.489 0.936 -0.07 -0.06 0.05
C -4.930 1.221 0.234 0.08 0.09 0.01
C -4.154 0.342 -0.720 -0.04 -0.04 -0.13
C -4.773 -0.012 -1.919 0.00 0.04 0.06
C -4.122 -0.761 -2.878 0.01 -0.02 -0.03
C -2.813 -1.159 -2.657 0.01 0.01 0.00
C -2.155 -0.831 -1.480 -0.13 0.04 -0.06
C -0.750 -1.341 -1.290 0.15 -0.03 0.06
C -0.713 -2.730 -0.654 -0.03 -0.05 0.03
C -2.843 -0.100 -0.498 0.12 -0.04 0.08
N -2.139 0.259 0.683 0.19 0.11 0.06
C -2.658 0.003 1.839 -0.05 -0.03 0.31
C -2.157 0.415 3.117 -0.12 0.02 -0.15
C -2.814 0.135 4.319 0.16 -0.10 0.20
C -2.074 0.753 5.329 -0.26 0.00 -0.07
C -1.029 1.409 4.682 0.38 0.01 -0.03
N -1.040 1.213 3.352 -0.39 -0.23 -0.13
H -6.687 1.179 1.513 0.02 0.02 0.00
H -5.703 -0.278 1.618 0.01 0.00 -0.01
H -6.717 -0.011 0.212 0.00 0.02 -0.02
H -4.266 1.675 0.971 -0.02 -0.02 0.01
H -5.343 2.052 -0.343 -0.03 -0.04 -0.01
H -5.785 0.332 -2.100 -0.01 0.00 -0.01
H -4.622 -1.018 -3.803 0.00 0.00 -0.01
H -2.289 -1.732 -3.413 0.01 0.00 0.00
H -0.139 -0.679 -0.669 -0.11 0.07 -0.03
H -0.253 -1.363 -2.263 -0.02 -0.05 0.00
H -1.204 -2.721 0.321 0.01 0.02 0.01
H 0.316 -3.075 -0.524 0.01 0.00 0.00
H -1.236 -3.457 -1.275 0.00 0.02 -0.02
H -3.579 -0.582 1.900 0.01 0.01 -0.06
H -3.721 -0.440 4.430 0.00 -0.02 -0.02
H -2.285 0.758 6.386 0.00 0.04 0.01
H -0.251 2.010 5.134 -0.01 0.00 0.01
O 1.354 -0.706 1.796 -0.03 -0.49 0.25
S 0.631 -1.762 2.651 -0.07 0.30 -0.35
C 1.610 -3.271 2.574 0.11 0.01 0.11
C 1.578 -3.805 4.002 -0.02 -0.06 -0.05
C 1.890 -2.605 4.897 0.01 0.04 0.08
C 1.047 -1.434 4.386 -0.02 0.05 0.02
H 2.617 -2.974 2.273 -0.01 0.04 -0.01
H 1.183 -3.930 1.821 -0.03 -0.02 0.02
H 2.290 -4.620 4.124 0.02 0.02 0.03
H 0.587 -4.204 4.233 0.00 0.00 0.00
H 2.950 -2.357 4.832 0.00 -0.02 -0.04
H 1.668 -2.811 5.943 0.01 -0.01 -0.01
H 1.547 -0.466 4.384 0.05 -0.03 0.01
H 0.097 -1.305 4.907 -0.01 -0.08 0.00
C 3.708 0.713 -6.884 0.02 -0.03 -0.04
C 3.392 0.788 -5.420 0.00 0.01 -0.04
C 3.587 -0.309 -4.588 -0.03 0.02 0.12
C 3.302 -0.249 -3.235 -0.01 0.04 -0.15
C 3.536 -1.486 -2.405 0.02 -0.08 0.04
C 2.781 0.953 -2.699 0.00 -0.04 0.12
C 2.419 0.920 -1.294 -0.04 0.01 -0.15
O 1.691 1.718 -0.703 0.02 -0.04 -0.03
C 2.596 2.085 -3.525 0.07 -0.07 -0.09
C 2.138 3.437 -3.048 0.00 0.04 0.01
C 2.909 1.969 -4.870 0.01 0.00 0.08
H 4.029 -0.286 -7.174 0.00 0.00 0.00
H 4.503 1.414 -7.142 0.00 0.01 0.01
H 2.835 0.980 -7.481 -0.01 0.01 0.00
H 3.970 -1.232 -5.007 0.01 -0.01 -0.01
H 3.914 -2.282 -3.043 0.01 -0.01 0.02
H 2.623 -1.853 -1.932 -0.02 0.02 -0.01
H 4.272 -1.318 -1.618 0.01 0.01 0.00
H 2.805 0.066 -0.718 0.03 0.02 -0.02
H 1.964 3.491 -1.983 0.01 -0.01 0.02
H 1.215 3.712 -3.561 -0.02 0.01 0.02
H 2.889 4.180 -3.321 -0.02 0.01 -0.02
H 2.777 2.834 -5.510 0.00 0.01 -0.01
```
Positions in Å, forces in eV/Å.

Löwdin atomic charges, in units of e: number 1, Sr, carries 1.224; number 2, I, carries 0.819; number 3, C, carries -1.145; number 4, I, carries 0.811; number 5, H, carries -0.030; number 6, H, carries -0.029; number 7, C, carries -0.084; number 8, C, carries -0.203; number 9, C, carries -0.165; number 10, C, carries -0.039; number 11, C, carries -0.068; number 12, C, carries -0.041; number 13, C, carries -0.176; number 14, C, carries -0.207; number 15, C, carries -0.078; number 16, C, carries -0.180; number 17, N, carries -0.056; number 18, C, carries -0.122; number 19, C, carries -0.372; number 20, C, carries -0.053; number 21, C, carries -0.097; number 22, C, carries -0.213; number 23, N, carries -0.118; number 24, H, carries 0.077; number 25, H, carries 0.063; number 26, H, carries 0.074; number 27, H, carries 0.100; number 28, H, carries 0.117; number 29, H, carries 0.119; number 30, H, carries 0.107; number 31, H, carries 0.117; number 32, H, carries 0.048; number 33, H, carries 0.114; number 34, H, carries 0.069; number 35, H, carries 0.064; number 36, H, carries 0.085; number 37, H, carries 0.131; number 38, H, carries 0.107; number 39, H, carries 0.093; number 40, H, carries 0.099; number 41, O, carries -0.730; number 42, S, carries 0.962; number 43, C, carries -0.310; number 44, C, carries -0.226; number 45, C, carries -0.210; number 46, C, carries -0.288; number 47, H, carries 0.108; number 48, H, carries 0.088; number 49, H, carries 0.122; number 50, H, carries 0.121; number 51, H, carries 0.119; number 52, H, carries 0.120; number 53, H, carries 0.090; number 54, H, carries 0.088; number 55, C, carries -0.033; number 56, C, carries -0.235; number 57, C, carries 0.004; number 58, C, carries -0.193; number 59, C, carries -0.038; number 60, C, carries -0.100; number 61, C, carries -0.171; number 62, O, carries -0.182; number 63, C, carries -0.173; number 64, C, carries -0.020; number 65, C, carries -0.001; number 66, H, carries 0.080; number 67, H, carries 0.092; number 68, H, carries 0.091; number 69, H, carries 0.120; number 70, H, carries 0.083; number 71, H, carries 0.076; number 72, H, carries 0.092; number 73, H, carries 0.121; number 74, H, carries 0.053; number 75, H, carries 0.097; number 76, H, carries 0.094; number 77, H, carries 0.132